1.
Density functional theory data (ωB97M-V with the def2-TZVPD basis set) for C45H42BN8O4RuS as an isolated structure.

Properties
spin multiplicity: 5
energy relative to the best compared isomer or geometry (same formula, charge and spin): 0.000 eV
E: -81555.613 eV
E_HOMO (alpha / beta): -0.1710 / -0.2050 Ha
charge: -1
LUMO energy (alpha / beta): 2.5 / 2.0 eV

```
102
C45H42BN8O4RuS ωB97M-V with the def2-TZVPD basis set
Ru -0.36 0.12 -0.74
C 1.72 4.50 1.91
C 0.68 3.73 1.17
C -0.66 4.03 1.03
C -1.20 2.98 0.27
N -0.23 2.11 -0.02
N 0.93 2.57 0.52
B 2.34 1.95 0.27
N 2.64 0.67 1.06
N 2.10 -0.52 0.72
C 2.69 -1.43 1.47
C 3.63 -0.83 2.33
C 3.56 0.51 2.03
C 4.34 1.63 2.64
C 2.36 -2.86 1.36
C 1.53 -3.32 0.34
C 1.16 -4.66 0.27
C 1.65 -5.56 1.21
C 2.49 -5.12 2.22
C 2.84 -3.78 2.30
N 2.50 1.68 -1.24
N 1.79 0.70 -1.83
C 2.03 0.78 -3.14
C 2.93 1.83 -3.39
C 3.20 2.38 -2.16
C 4.09 3.52 -1.80
C 1.40 -0.15 -4.09
C 0.98 -1.41 -3.67
C 0.29 -2.24 -4.53
C 0.05 -1.84 -5.84
C 0.51 -0.61 -6.28
C 1.18 0.24 -5.40
C -2.62 2.89 -0.14
C -3.34 4.09 -0.22
C -4.68 4.10 -0.55
C -5.35 2.91 -0.80
C -4.64 1.72 -0.75
C -3.30 1.71 -0.42
H 1.25 5.38 2.36
H 2.16 3.90 2.70
H 2.52 4.84 1.25
H -1.18 4.86 1.47
H 3.14 2.78 0.60
H 4.28 -1.29 3.06
H 5.02 1.23 3.40
H 4.94 2.17 1.90
H 3.69 2.36 3.13
H 1.15 -2.62 -0.38
H 0.48 -4.98 -0.50
H 1.36 -6.61 1.16
H 2.87 -5.82 2.96
H 3.48 -3.44 3.10
H 3.35 2.12 -4.34
H 4.56 3.90 -2.71
H 3.53 4.33 -1.33
H 4.87 3.22 -1.11
H 1.17 -1.72 -2.65
H -0.08 -3.20 -4.18
H -0.50 -2.49 -6.52
H 0.32 -0.29 -7.30
H 1.49 1.22 -5.73
H -2.82 5.02 -0.04
H -5.21 5.05 -0.61
H -6.40 2.91 -1.06
H -5.14 0.78 -0.96
H -2.77 0.76 -0.43
C -0.50 -3.91 6.97
C -0.70 -2.92 5.86
C 0.21 -2.83 4.81
C 0.03 -1.90 3.79
C -1.07 -1.06 3.81
C -1.99 -1.15 4.84
C -1.80 -2.07 5.86
S -1.27 0.14 2.52
O -2.65 0.58 2.62
O -0.24 1.13 2.69
N -1.00 -0.67 1.17
C -1.88 -1.82 0.97
C -1.55 -2.48 -0.36
O -1.90 -3.62 -0.60
O -0.92 -1.73 -1.23
H 0.31 -4.61 6.74
H -1.41 -4.49 7.15
H -0.24 -3.41 7.91
H 1.07 -3.49 4.78
H 0.73 -1.84 2.97
H -2.86 -0.50 4.82
H -2.52 -2.13 6.66
H -2.94 -1.52 0.93
H -1.77 -2.57 1.75
N -1.02 0.75 -2.36
C -2.00 0.58 -3.26
C -2.01 1.40 -4.41
C -3.01 1.28 -5.36
C -4.01 0.32 -5.22
C -4.01 -0.50 -4.09
C -3.04 -0.38 -3.12
H -1.22 2.14 -4.51
H -3.00 1.92 -6.23
H -4.78 0.22 -5.97
H -4.78 -1.25 -3.98
H -3.02 -1.03 -2.26
```

2.
Density functional theory data (ωB97M-V with the def2-TZVPD basis set) for C45H42BrF9N2O4OsP2 as an isolated structure in a non-equilibrium geometry.

Properties
spin multiplicity: 5
E: -174048.484 eV
E_HOMO (alpha / beta): -0.4876 / -0.4878 Ha
charge: +2
LUMO energy (alpha / beta): -6.6 / -8.5 eV

```
106
C45H42BrF9N2O4OsP2 ωB97M-V with the def2-TZVPD basis set
Os 0.21 0.46 0.42
N 3.18 -0.17 1.10
P 1.85 -1.24 0.85
C 2.29 -2.31 2.26
C 2.79 -3.59 2.10
C 3.32 -4.26 3.20
C 3.32 -3.65 4.45
C 2.77 -2.39 4.61
C 2.26 -1.71 3.52
C 2.39 -2.18 -0.62
C 1.59 -3.21 -1.10
C 2.00 -3.97 -2.18
C 3.22 -3.70 -2.80
C 4.01 -2.66 -2.34
C 3.60 -1.89 -1.26
C 3.14 1.14 0.76
C 4.25 1.98 0.92
C 4.16 3.30 0.53
C 2.96 3.75 -0.02
C 1.91 2.88 -0.14
N 1.98 1.59 0.25
H 4.04 -0.52 1.52
H 2.79 -4.06 1.13
H 3.73 -5.25 3.07
H 3.75 -4.17 5.29
H 2.75 -1.93 5.58
H 1.85 -0.72 3.63
H 0.63 -3.40 -0.64
H 1.39 -4.78 -2.54
H 3.54 -4.29 -3.64
H 4.94 -2.43 -2.84
H 4.23 -1.09 -0.92
H 5.15 1.58 1.36
H 4.99 3.97 0.66
H 2.85 4.77 -0.33
H 0.97 3.20 -0.55
Br -7.88 -1.53 -1.89
C -6.08 -1.41 -1.30
C -5.17 -2.38 -1.71
C -3.85 -2.26 -1.33
C -3.44 -1.20 -0.52
C -4.38 -0.26 -0.09
C -5.69 -0.35 -0.49
C -2.00 -1.00 -0.22
O -1.11 -1.49 -0.94
O -1.69 -0.23 0.74
H -5.51 -3.19 -2.34
H -3.12 -2.98 -1.67
H -4.05 0.55 0.54
H -6.41 0.40 -0.19
C 0.09 -0.85 -3.40
P -0.09 0.60 -2.29
C -1.59 1.44 -2.91
C -2.49 2.06 -2.04
C -3.56 2.76 -2.55
C -3.76 2.84 -3.92
C -2.87 2.22 -4.79
C -1.78 1.53 -4.29
C 1.24 1.69 -2.88
C 1.02 3.05 -3.10
C 2.05 3.85 -3.54
C 3.31 3.32 -3.74
C 3.55 1.97 -3.50
C 2.52 1.16 -3.05
H 0.36 -0.51 -4.40
H -0.86 -1.38 -3.43
H 0.86 -1.53 -3.03
H -2.32 2.01 -0.97
H -4.24 3.27 -1.88
H -4.60 3.39 -4.32
H -3.01 2.29 -5.85
H -1.07 1.09 -4.97
H 0.03 3.47 -2.96
H 1.87 4.90 -3.73
H 4.12 3.94 -4.09
H 4.53 1.55 -3.66
H 2.70 0.11 -2.86
C -2.63 -1.20 3.73
C -1.16 -1.61 3.88
O -0.56 -2.06 2.67
C -0.57 -3.46 2.47
C -1.95 -4.09 2.40
H -2.88 -0.53 4.54
H -3.29 -2.06 3.76
H -2.76 -0.67 2.79
H -1.05 -2.38 4.65
H -0.59 -0.73 4.17
H 0.01 -3.96 3.26
H -0.05 -3.60 1.52
H -2.39 -4.21 3.39
H -1.87 -5.08 1.95
H -2.61 -3.49 1.79
F 0.00 3.62 3.99
C -0.31 2.63 3.17
F -0.99 1.72 3.85
F 0.85 2.02 2.81
C -1.05 3.09 1.88
O -0.76 2.34 0.81
C -0.62 4.56 1.57
F -0.83 4.83 0.29
F -1.27 5.46 2.30
F 0.69 4.73 1.78
C -2.58 3.06 2.17
F -3.02 1.80 2.22
F -2.90 3.64 3.31
F -3.25 3.66 1.18
```

3.
Density functional theory data (ωB97M-V with the def2-TZVPD basis set) for C45H42Cl2CoN2O6Sb as an isolated structure.

Properties
spin multiplicity: 2
energy relative to the best compared isomer or geometry (same formula, charge and spin): 0.000 eV
E: -131827.007 eV
E_HOMO (alpha / beta): -0.1782 / -0.2041 Ha
charge: -1
LUMO energy (alpha / beta): 2.4 / 2.4 eV

```
99
C45H42Cl2CoN2O6Sb ωB97M-V with the def2-TZVPD basis set
Co 0.90 -0.01 0.74
N 2.91 -0.07 0.78
C 3.54 -0.37 2.09
C 2.83 0.35 3.23
C 1.58 -0.41 3.62
O 1.53 -0.97 4.72
O 0.68 -0.45 2.71
H 3.12 -0.78 0.10
H 3.21 0.83 0.42
H 4.60 -0.12 2.06
H 3.47 -1.45 2.24
H 2.56 1.36 2.90
H 3.48 0.42 4.10
C -3.73 4.65 1.22
C -4.08 3.61 2.07
C -3.55 2.34 1.88
C -2.69 2.08 0.82
C -2.33 3.14 -0.02
C -2.84 4.42 0.17
Sb -1.75 0.17 0.48
C -2.90 -0.94 1.87
C -2.22 -1.63 2.89
C -2.94 -2.40 3.80
C -4.32 -2.50 3.70
C -5.00 -1.81 2.70
C -4.29 -1.03 1.79
C -2.79 -0.27 -1.33
C -3.58 -1.41 -1.48
C -4.17 -1.71 -2.70
C -3.96 -0.89 -3.80
C -3.16 0.24 -3.68
C -2.58 0.54 -2.45
H -4.13 5.65 1.38
H -4.75 3.79 2.90
H -3.83 1.54 2.56
H -1.62 2.99 -0.83
H -2.54 5.23 -0.48
H -1.14 -1.54 2.98
H -2.41 -2.92 4.58
H -4.88 -3.11 4.41
H -6.08 -1.87 2.62
H -4.83 -0.48 1.02
H -3.73 -2.08 -0.64
H -4.78 -2.60 -2.79
H -4.41 -1.14 -4.76
H -2.98 0.88 -4.53
H -1.95 1.42 -2.38
C 1.12 8.06 -1.24
C 1.17 6.57 -0.99
C 0.61 5.67 -1.88
C 0.63 4.29 -1.65
C 0.04 3.43 -2.74
C 1.20 3.81 -0.47
C 1.80 4.71 0.44
C 2.51 4.27 1.70
C 1.79 6.07 0.15
C 1.12 2.34 -0.11
O 1.29 1.45 -0.98
O 0.86 2.03 1.09
H 0.71 8.28 -2.23
H 2.11 8.51 -1.18
H 0.48 8.55 -0.51
H 0.15 6.04 -2.79
H -0.95 3.80 -3.03
H -0.04 2.38 -2.45
H 0.67 3.47 -3.63
H 3.21 3.45 1.50
H 1.81 3.90 2.44
H 3.07 5.10 2.12
H 2.26 6.75 0.84
Cl 4.45 -5.31 1.50
C 4.34 -4.09 0.25
C 5.12 -2.96 0.39
C 5.06 -1.97 -0.58
C 4.22 -2.14 -1.66
C 3.45 -3.28 -1.79
Cl 2.49 -3.42 -3.23
C 3.47 -4.31 -0.83
N 2.76 -5.49 -0.93
C 1.42 -5.61 -1.44
C 1.22 -6.41 -2.56
C -0.05 -6.58 -3.09
C -1.13 -5.93 -2.49
C -0.92 -5.15 -1.36
C 0.35 -4.98 -0.81
C 0.53 -4.14 0.44
C 0.14 -2.68 0.26
O -1.06 -2.39 0.15
O 1.14 -1.87 0.26
H 5.75 -2.86 1.26
H 5.66 -1.07 -0.48
H 4.15 -1.39 -2.44
H 2.95 -6.12 -0.17
H 2.08 -6.87 -3.02
H -0.20 -7.19 -3.97
H -2.13 -6.04 -2.89
H -1.76 -4.64 -0.88
H 1.55 -4.19 0.81
H -0.13 -4.53 1.22
```

4.
Density functional theory data (ωB97M-V with the def2-TZVPD basis set) for C45H42N6PS4Ti as an isolated structure.

Properties
energy relative to the best compared isomer or geometry (same formula, charge and spin): 1.547 eV
E: -132028.295 eV
E_HOMO (alpha / beta): -0.3360 / -0.3360 Ha
charge: +1
LUMO energy (alpha / beta): -3.2 / -3.2 eV

```
99
C45H42N6PS4Ti ωB97M-V with the def2-TZVPD basis set
Ti 0.32 -0.72 -0.06
N -2.58 -2.78 2.04
C -1.97 -2.54 3.27
C -2.19 -3.05 4.54
C -1.44 -2.51 5.56
C -0.50 -1.48 5.32
C -0.27 -0.99 4.06
C -1.01 -1.55 3.02
N -1.04 -1.23 1.66
C -2.01 -1.96 1.14
C -2.45 -1.70 -0.23
C -3.43 -2.26 -0.97
S -3.62 -1.38 -2.42
C -2.35 -0.35 -1.97
N -1.81 -0.62 -0.82
H -3.35 -3.41 1.88
H -2.93 -3.82 4.73
H -1.59 -2.87 6.57
H 0.05 -1.08 6.16
H 0.45 -0.21 3.87
H -4.06 -3.10 -0.74
H -2.03 0.46 -2.61
C 1.72 -4.71 3.62
C 2.04 -3.36 3.58
C 1.85 -2.62 2.42
C 1.36 -3.23 1.28
C 1.05 -4.59 1.31
C 1.22 -5.32 2.47
N 1.13 -2.49 0.08
N 1.35 -3.24 -1.02
C 1.09 -2.56 -2.11
C 1.23 -3.14 -3.41
C 1.00 -2.38 -4.50
C 0.64 -1.00 -4.33
C 0.50 -0.50 -3.09
N 0.67 -1.25 -1.95
H 1.87 -5.28 4.52
H 2.43 -2.87 4.46
H 2.11 -1.58 2.40
H 0.68 -5.07 0.41
H 0.98 -6.38 2.48
H 1.53 -4.17 -3.47
H 1.11 -2.79 -5.49
H 0.52 -0.35 -5.19
H 0.29 0.55 -2.94
C 7.82 -0.20 -0.71
C 7.53 0.68 0.33
C 6.24 0.77 0.83
C 5.23 -0.02 0.29
C 5.52 -0.90 -0.74
C 6.81 -0.99 -1.25
P 3.48 0.06 0.83
C 3.61 0.89 2.46
C 4.08 0.12 3.52
C 4.17 0.65 4.80
C 3.76 1.96 5.04
C 3.28 2.73 3.99
C 3.19 2.20 2.71
C 2.72 1.33 -0.22
C 3.32 2.49 -0.70
C 2.55 3.44 -1.35
C 1.18 3.24 -1.49
C 0.59 2.07 -1.03
C 1.36 1.07 -0.42
H 8.83 -0.27 -1.09
H 8.32 1.30 0.75
H 6.02 1.46 1.64
H 4.74 -1.53 -1.15
H 7.04 -1.68 -2.05
H 4.41 -0.90 3.34
H 4.55 0.04 5.61
H 3.83 2.37 6.03
H 2.99 3.75 4.17
H 2.83 2.81 1.90
H 4.38 2.65 -0.55
H 3.00 4.35 -1.72
H 0.57 4.01 -1.96
H -0.49 1.97 -1.13
C -1.07 4.75 2.70
C -0.49 3.39 3.09
S -0.84 2.01 1.99
C -2.61 1.72 2.20
C -3.55 2.69 1.48
S -3.16 2.82 -0.29
C -3.18 4.60 -0.62
C -2.58 5.54 0.43
S -0.87 5.19 0.95
H -0.57 5.51 3.30
H -2.13 4.81 2.95
H -0.80 3.14 4.11
H 0.59 3.44 3.08
H -2.86 1.69 3.27
H -2.76 0.72 1.81
H -3.48 3.68 1.91
H -4.58 2.35 1.60
H -4.20 4.92 -0.83
H -2.62 4.68 -1.55
H -3.21 5.59 1.32
H -2.59 6.54 0.00
```